{"formula": "C4H9NO", "method": "wB97M-V/def2-TZVPD", "spin_multiplicity": 1, "total_energy_ev": -7830.21978, "largest_force_ev_per_a": 4.15, "homo_ev": -9.14, "e_above_lowest_kcal_mol": 48.4, "smiles": "CCC(=O)NC", "symbols": ["H", "H", "N", "C", "H", "H", "H", "O", "H", "H", "C", "C", "H", "C", "H"], "xyz": [[-1.3909, -1.3265, -0.1063], [-2.2663, -0.7792, 2.1932], [0.5176, 0.1326, -1.2381], [-1.0338, -0.4572, 0.4590], [2.0763, 1.5660, -0.9481], [1.9508, -0.0435, -1.9775], [-0.1547, -0.1726, -1.9221], [1.3294, -0.0964, 0.8637], [-0.6424, -1.4992, 2.3060], [-1.6116, 0.4030, 0.0913], [-1.2102, -0.6357, 1.9526], [1.6222, 1.0083, -1.7808], [-0.8407, 0.2423, 2.4907], [0.4005, -0.1739, 0.0752], [1.1350, 1.7738, -2.4259]]}